4 unconnected molecules or ions with the total composition C38H60F4N2O14 in a non-equilibrium geometry, computed with ωB97M-V/def2-TZVPD.

HOMO-LUMO gap = 8.39 eV
ΔE to the lowest compared entry with this formula, charge and spin = 0.0 kcal/mol
LUMO level = -1.1 eV
HOMO level = -9.48 eV

The geometry in ORCA input format:
```
! RIJCOSX wB97M-V def2-TZVPD def2/J DEFGRID3
* xyz 0 1
C -1.325 -4.219 -8.121
O -0.935 -5.270 -7.201
C -2.150 -5.651 -6.463
C -2.250 -4.649 -5.206
C -1.937 -5.369 -3.796
C -2.543 -4.386 -2.647
C -2.039 -4.982 -1.236
C -0.790 -4.035 -0.766
C -0.474 -4.431 0.764
C 1.148 -4.597 0.895
C 1.683 -3.273 1.628
C 1.613 -1.941 0.686
C 2.709 -2.129 -0.459
C 3.611 -0.867 -0.820
C 3.931 0.148 0.356
C 3.073 1.466 0.385
F 2.097 1.726 -0.632
C 3.231 2.572 1.482
N 2.451 3.802 1.540
C 4.300 2.303 2.564
C 5.152 1.000 2.544
C 5.019 -0.081 1.454
C 5.957 -1.353 1.471
F 5.362 -2.550 1.017
F 6.506 -1.648 2.758
F 7.104 -1.142 0.627
C 6.072 1.148 3.839
O 7.222 0.772 4.113
N 5.202 1.975 4.736
C 4.096 1.204 5.375
C 2.747 2.033 5.625
C 1.620 1.797 4.472
C 0.123 1.769 5.034
C -0.849 1.916 3.736
O -0.927 3.285 3.249
C -1.835 3.418 2.171
C -1.631 4.577 1.062
O -2.865 2.699 2.012
C 4.765 3.105 3.857
O 4.777 4.328 4.115
H -1.970 -3.394 -7.649
H -0.366 -3.722 -8.488
H -1.954 -4.706 -8.942
H -2.105 -6.720 -6.069
H -3.060 -5.455 -7.145
H -1.511 -3.783 -5.305
H -3.300 -4.177 -5.091
H -2.397 -6.410 -3.691
H -0.788 -5.465 -3.702
H -3.679 -4.287 -2.720
H -2.026 -3.366 -2.804
H -2.806 -4.911 -0.390
H -1.577 -6.033 -1.338
H -1.080 -2.916 -0.812
H 0.088 -4.161 -1.484
H -1.043 -5.351 1.138
H -0.777 -3.544 1.437
H 1.648 -4.779 -0.127
H 1.411 -5.532 1.524
H 2.809 -3.456 1.839
H 1.209 -3.111 2.658
H 1.759 -1.063 1.395
H 0.548 -1.849 0.256
H 2.131 -2.407 -1.424
H 3.320 -3.080 -0.219
H 3.108 -0.255 -1.661
H 4.617 -1.210 -1.267
H 2.674 4.332 2.410
H 1.433 3.618 1.610
H 3.811 0.241 4.814
H 4.477 0.853 6.408
H 2.273 1.591 6.585
H 2.909 3.146 5.860
H 1.837 0.845 3.862
H 1.679 2.692 3.741
H -0.139 2.622 5.746
H -0.142 0.745 5.497
H -1.880 1.485 3.996
H -0.460 1.269 2.858
H -2.529 5.295 1.033
H -0.706 5.219 1.259
H -1.539 4.146 0.001
C 1.522 1.001 -10.280
O 1.482 -0.349 -9.821
C 2.388 -1.155 -10.401
O 3.191 -0.830 -11.239
O 2.241 -2.386 -9.882
C 3.146 -3.355 -10.409
H 0.751 1.557 -9.746
H 2.491 1.454 -10.058
H 1.307 1.051 -11.349
H 4.179 -3.076 -10.193
H 2.995 -3.479 -11.484
H 2.936 -4.307 -9.920
C -3.449 4.770 5.972
O -3.445 6.028 6.645
C -2.382 6.221 7.443
O -1.477 5.441 7.620
O -2.502 7.432 8.011
C -1.433 7.774 8.892
H -4.348 4.722 5.358
H -2.578 4.681 5.318
H -3.478 3.949 6.692
H -0.483 7.803 8.353
H -1.382 7.071 9.727
H -1.635 8.769 9.290
C -8.859 2.004 -1.184
O -8.039 1.164 -0.376
C -7.080 1.818 0.303
O -6.878 3.008 0.275
O -6.387 0.916 1.017
C -5.326 1.474 1.795
H -9.595 1.372 -1.683
H -9.392 2.732 -0.567
H -8.262 2.508 -1.947
H -5.719 2.181 2.530
H -4.591 1.955 1.153
H -4.837 0.658 2.328
*
```